Molecular formula: C18H48BF4N3O6
Method: DFT, wB97M-V/def2-TZVPD

## Properties
- relative energy (zero: lowest compared OMol25 entry of this formula, charge and spin) (kJ/mol) = 980.2
- HOMO-LUMO gap (eV) = 9.5
- total charge = +2
- electronic energy (eV) = -47726.0234
- LUMO energy (Eh) = -0.169

Geometry (Å):
1 C 5.964 3.313 -2.481
2 O 4.740 2.618 -2.246
3 C 3.630 3.415 -2.570
4 C 2.317 2.573 -2.300
5 N 2.321 1.159 -2.974
6 H 2.217 1.213 -3.977
7 H 3.240 0.806 -2.748
8 C 1.317 0.144 -2.405
9 C -0.141 0.425 -2.776
10 O -0.724 1.642 -2.389
11 C -1.151 1.788 -1.000
12 H 6.164 4.124 -1.781
13 H 6.095 3.775 -3.460
14 H 6.761 2.573 -2.557
15 H 3.540 3.749 -3.604
16 H 3.611 4.348 -2.006
17 H 1.486 3.213 -2.598
18 H 2.388 2.511 -1.214
19 H 1.283 0.206 -1.317
20 H 1.534 -0.838 -2.826
21 H -0.856 -0.340 -2.470
22 H -0.084 0.381 -3.864
23 H -1.964 1.066 -0.920
24 H -1.537 2.770 -0.726
25 H -0.341 1.470 -0.344
26 C -3.253 -1.770 3.177
27 O -2.564 -0.623 2.853
28 C -1.283 -0.817 2.351
29 C -0.635 0.476 1.897
30 N -0.415 1.532 3.034
31 H 0.089 0.980 3.713
32 H 0.217 2.241 2.691
33 C -1.693 2.176 3.544
34 C -1.354 3.522 4.114
35 O -0.233 3.560 4.934
36 C -0.260 4.658 5.817
37 H -4.306 -1.512 3.288
38 H -2.886 -2.338 4.032
39 H -3.221 -2.358 2.260
40 H -1.317 -1.420 1.444
41 H -0.722 -1.378 3.099
42 H -1.050 0.918 0.991
43 H 0.405 0.313 1.613
44 H -2.004 1.617 4.427
45 H -2.486 2.127 2.798
46 H -2.238 3.700 4.727
47 H -1.509 4.335 3.406
48 H -0.344 5.659 5.394
49 H 0.658 4.653 6.404
50 H -1.124 4.681 6.481
51 C -4.372 -1.721 -1.008
52 O -3.375 -2.681 -1.433
53 C -2.794 -3.349 -0.299
54 C -1.823 -4.370 -0.940
55 N -0.682 -3.642 -1.721
56 H -0.985 -3.310 -2.626
57 H -0.316 -2.819 -1.264
58 C 0.543 -4.498 -2.026
59 C 1.673 -3.528 -2.111
60 O 1.934 -3.114 -0.781
61 C 2.790 -1.978 -0.750
62 H -3.951 -0.902 -0.426
63 H -5.133 -2.197 -0.388
64 H -4.941 -1.205 -1.781
65 H -3.459 -3.943 0.327
66 H -2.166 -2.759 0.368
67 H -2.270 -5.045 -1.670
68 H -1.336 -5.075 -0.267
69 H 0.239 -5.057 -2.910
70 H 0.757 -5.113 -1.152
71 H 1.634 -2.700 -2.818
72 H 2.543 -4.093 -2.444
73 H 2.605 -1.397 -1.654
74 H 3.798 -2.389 -0.810
75 H 2.695 -1.346 0.133
76 B -0.411 -1.013 -0.101
77 F -0.308 -1.553 -1.382
78 F -0.115 -1.832 0.923
79 F 0.559 0.030 -0.074
80 F -1.618 -0.439 0.153

Atoms 1-3, force components in eV/Å:
C 1.1 -0.2 -0.7
O -0.2 0.6 -0.7
C -1.4 -1.1 -0.7

Charge distribution, Mulliken scheme, values in e: -0.842, -0.292, -0.724, -0.430, 0.015, 0.474, 0.477, -1.297, -1.037, -0.488, -0.162, 0.318, 0.358, 0.281, 0.438, 0.473, 0.376, 0.169, 0.705, 0.519, 0.056, 0.709, 0.297, 0.345, 0.039, -0.259, -0.396, 0.308, -1.775, 0.223, 0.504, 0.493, -0.375, -0.649, -0.330, -0.793, 0.280, 0.334, -0.134, -0.542, 0.746, 0.802, 0.331, 0.260, 0.315, 0.459, 0.412, 0.338, 0.272, 0.337, -0.617, -0.435, 0.922, -1.250, -0.020, 0.531, 0.169, -0.759, -0.229, -0.345, -0.455, 0.029, 0.376, 0.278, 0.820, -0.676, 0.425, 0.465, 0.422, 0.403, 0.115, 0.554, 0.100, 0.495, 0.184, -0.882, 0.083, 0.436, -0.684, -0.392

Molecular formula: C18H48BaO15P3
Method: DFT, wB97M-V/def2-TZVPD

## Properties
- relative energy (zero: lowest compared OMol25 entry of this formula, charge and spin) (kJ/mol) = 110.4
- HOMO-LUMO gap (eV) = 4.7
- total charge = -1
- electronic energy (eV) = -78726.8617
- LUMO energy (Eh) = 0.073

Geometry (Å):
1 Ba -2.235 -0.804 -0.044
2 O -4.712 0.028 0.311
3 H -4.617 0.879 0.750
4 O -2.561 -2.182 2.049
5 H -1.923 -2.015 2.750
6 O -3.610 -2.784 -1.005
7 H -3.827 -2.616 -1.929
8 C -0.227 5.288 -1.533
9 C -0.524 3.982 -0.842
10 O -1.422 4.254 0.249
11 P -1.929 3.034 1.138
12 O -1.461 1.709 0.760
13 O -3.487 3.170 1.131
14 C -4.157 4.333 1.588
15 C -5.637 4.066 1.604
16 O -1.478 3.466 2.603
17 C -0.809 4.659 2.956
18 C -1.007 4.940 4.416
19 H 0.453 5.148 -2.371
20 H -1.140 5.758 -1.904
21 H 0.235 5.962 -0.810
22 H -0.943 3.189 -1.460
23 H 0.407 3.556 -0.455
24 H -3.781 4.576 2.593
25 H -3.920 5.251 1.032
26 H -6.177 4.908 2.041
27 H -6.039 3.894 0.605
28 H -5.872 3.165 2.172
29 H 0.269 4.572 2.733
30 H -1.056 5.530 2.342
31 H -0.384 4.357 5.090
32 H -0.957 6.009 4.619
33 H -2.032 4.633 4.659
34 C -0.003 2.589 -4.399
35 C 0.720 1.396 -3.863
36 O 1.253 1.676 -2.565
37 P 1.258 0.527 -1.468
38 O 0.010 -0.203 -1.362
39 O 1.680 1.298 -0.154
40 C 2.953 1.947 -0.109
41 C 2.881 3.170 0.789
42 O 2.536 -0.303 -1.905
43 C 2.807 -1.491 -1.110
44 C 4.140 -2.037 -1.555
45 H 0.635 3.474 -4.451
46 H -0.359 2.381 -5.406
47 H -0.812 2.835 -3.712
48 H 0.046 0.539 -3.818
49 H 1.556 1.125 -4.517
50 H 3.683 1.240 0.297
51 H 3.356 2.235 -1.083
52 H 2.255 3.008 1.667
53 H 3.891 3.397 1.142
54 H 2.526 4.070 0.284
55 H 2.817 -1.241 -0.048
56 H 2.003 -2.199 -1.303
57 H 4.943 -1.426 -1.132
58 H 4.274 -3.060 -1.206
59 H 4.229 -1.983 -2.639
60 C 2.204 -3.752 3.010
61 C 0.690 -3.841 3.090
62 O 0.117 -4.564 1.997
63 P 0.105 -3.968 0.554
64 O 0.016 -2.523 0.417
65 O 1.489 -4.445 -0.128
66 C 1.907 -5.806 -0.011
67 C 2.751 -6.186 -1.217
68 O -1.001 -4.841 -0.079
69 C -1.353 -4.676 -1.468
70 C -0.854 -5.843 -2.265
71 H 2.594 -3.253 3.894
72 H 2.589 -4.771 2.923
73 H 2.526 -3.251 2.095
74 H 0.413 -4.393 3.986
75 H 0.210 -2.860 3.103
76 H 2.534 -5.865 0.888
77 H 1.076 -6.477 0.218
78 H 3.783 -5.894 -1.031
79 H 2.643 -7.248 -1.425
80 H 2.418 -5.630 -2.094
81 H -2.441 -4.635 -1.480
82 H -1.008 -3.711 -1.833
83 H -1.006 -6.772 -1.712
84 H -1.352 -5.879 -3.233
85 H 0.234 -5.796 -2.407

Atoms 1-3, force components in eV/Å:
Ba -2.5 -1.6 1.0
O 0.6 0.5 -0.4
H -0.2 0.2 0.1

Charge distribution, Mulliken scheme, values in e: 1.849, -1.074, 0.151, -0.982, 0.053, -1.007, 0.113, -1.513, 0.762, -0.354, -0.211, 0.159, -0.123, 0.043, -1.368, -0.213, 0.055, -1.268, 0.349, 0.373, 0.375, 0.239, -0.415, 0.124, 0.237, 0.411, 0.315, 0.337, 0.188, 0.293, 0.323, 0.356, 0.321, -1.136, -0.245, -0.176, 0.543, -0.172, -0.084, -0.253, -1.239, -0.432, 0.601, -1.349, 0.245, 0.434, 0.219, 0.320, 0.276, 0.346, 0.363, 0.221, 0.463, 0.261, 0.205, -0.176, 0.337, 0.285, 0.333, -0.850, -0.095, -0.431, 0.220, 0.014, 0.068, -0.185, -1.377, -0.443, 0.266, -1.103, 0.447, 0.204, 0.070, 0.336, 0.109, 0.107, 0.466, 0.349, 0.334, 0.322, 0.286, -0.001, 0.262, 0.440, 0.097

Molecular formula: C18H48O31P5V
Method: DFT, wB97M-V/def2-TZVPD

## Properties
- HOMO-LUMO gap (eV) = 6.5
- total charge = -2
- electronic energy (eV) = -155065.1102
- LUMO energy (Eh) = 0.127

Geometry (Å):
1 O -1.901 0.126 2.343
2 V -2.224 0.819 3.746
3 O -3.867 1.099 3.667
4 O 0.841 1.997 6.019
5 C 0.829 1.012 5.046
6 O -0.053 1.189 4.107
7 O 1.722 0.188 5.052
8 H -0.018 2.422 5.858
9 O -2.597 -3.259 4.855
10 C -1.670 -2.260 5.054
11 O -2.058 -1.065 4.885
12 O -0.513 -2.617 5.297
13 H -3.461 -2.818 4.800
14 O -3.461 3.899 6.758
15 C -2.347 3.077 6.681
16 O -2.431 2.167 5.804
17 O -1.374 3.289 7.412
18 H -3.853 3.613 5.910
19 C -6.836 -0.360 3.481
20 O -6.619 -1.272 2.414
21 P -5.967 -2.725 2.651
22 O -5.333 -2.966 3.955
23 O -4.993 -2.899 1.390
24 C -3.792 -2.107 1.478
25 O -7.186 -3.669 2.179
26 C -6.989 -4.989 1.670
27 H -7.298 -0.875 4.335
28 H -7.684 0.290 3.250
29 H -5.915 0.151 3.752
30 H -3.241 -2.292 0.557
31 H -3.090 -2.193 2.306
32 H -4.073 -1.051 1.463
33 H -7.203 -4.888 0.605
34 H -7.599 -5.720 2.202
35 H -5.955 -5.283 1.875
36 C -8.869 -2.575 7.507
37 O -8.555 -1.239 7.065
38 P -7.533 -0.356 7.950
39 O -7.890 1.064 7.805
40 O -7.518 -0.977 9.425
41 C -6.810 -0.272 10.426
42 O -6.124 -0.856 7.416
43 C -5.113 0.025 6.857
44 H -9.389 -3.012 6.654
45 H -9.559 -2.549 8.348
46 H -7.945 -3.131 7.656
47 H -7.472 0.225 11.134
48 H -6.152 0.494 10.006
49 H -6.115 -0.902 10.982
50 H -5.300 1.079 7.052
51 H -4.941 -0.154 5.802
52 H -4.210 -0.261 7.393
53 C -2.664 3.588 -0.299
54 O -1.613 4.224 0.402
55 P -1.075 3.450 1.716
56 O -2.157 2.879 2.554
57 O -0.163 2.305 1.111
58 C 0.921 2.600 0.246
59 O -0.153 4.529 2.430
60 C 0.049 4.390 3.831
61 H -3.590 4.158 -0.192
62 H -2.869 2.546 -0.054
63 H -2.476 3.600 -1.378
64 H 1.033 3.680 0.096
65 H 0.658 2.236 -0.750
66 H 1.864 2.208 0.615
67 H 0.794 3.659 4.141
68 H -0.852 4.228 4.428
69 H 0.410 5.363 4.181
70 C -3.152 7.588 1.252
71 O -4.461 7.001 1.045
72 P -5.596 7.005 2.182
73 O -5.282 7.868 3.362
74 O -6.939 7.287 1.397
75 C -8.122 7.531 2.167
76 O -5.701 5.470 2.562
77 C -4.614 4.845 3.242
78 H -2.905 7.976 0.266
79 H -2.530 6.764 1.596
80 H -3.210 8.390 1.987
81 H -8.877 6.840 1.800
82 H -8.455 8.557 1.998
83 H -7.937 7.468 3.239
84 H -4.552 3.835 2.835
85 H -4.916 4.702 4.280
86 H -3.606 5.257 3.216
87 C -1.740 0.163 -1.292
88 O -1.377 -1.211 -1.339
89 P -1.790 -2.178 -2.546
90 O -1.405 -3.589 -2.397
91 O -3.341 -1.888 -2.690
92 C -4.209 -2.797 -3.389
93 O -1.174 -1.402 -3.811
94 C 0.191 -1.596 -4.120
95 H -1.075 0.774 -1.906
96 H -1.660 0.417 -0.236
97 H -2.760 0.411 -1.598
98 H -4.832 -2.251 -4.095
99 H -4.780 -3.206 -2.554
100 H -3.772 -3.623 -3.949
101 H 0.383 -1.706 -5.189
102 H 0.649 -2.457 -3.634
103 H 0.780 -0.723 -3.827

Atoms 1-3, force components in eV/Å:
O -0.4 0.7 1.2
V -1.3 -1.5 -0.5
O 2.9 -0.8 0.3

Results of the Mulliken charge analysis, in e, for atoms 1 through 99: -0.148, 1.949, -0.255, -0.537, 0.443, -0.346, -0.695, 0.171, -0.531, 0.489, -0.633, -0.704, 0.324, -0.619, 0.369, -0.208, -0.756, 0.205, -0.084, -0.276, 0.856, -0.603, -0.332, -0.326, -0.398, -0.649, 0.133, 0.295, -0.139, 0.070, 0.181, 0.222, 0.229, 0.254, 0.314, -0.664, -0.299, 0.990, -0.779, -0.325, -0.680, -0.212, -0.366, 0.242, 0.257, 0.314, 0.274, 0.284, 0.290, 0.451, -0.182, 0.311, -0.594, -0.268, -0.156, 0.553, 0.016, -0.885, -0.398, -0.527, 0.225, 0.080, 0.374, 0.357, 0.159, 0.263, 0.299, 0.020, 0.398, -0.485, -0.277, 1.070, -0.706, -0.363, -0.697, -0.264, -0.610, 0.219, 0.063, 0.351, 0.260, 0.253, 0.341, 0.249, 0.257, 0.276, -0.336, -0.060, 0.902, -0.743, -0.247, -0.729, -0.338, -0.781, 0.220, 0.035, 0.350, 0.269, 0.235

- What is the formula in the third record?
  C18H48O31P5V